(1)
79
Properties=species:S:1:pos:R:3 method="wB97M-V/def2-TZVPD" total_energy_ha=-3475.251570 s2=2.02 homo_ev="-13.26 / -13.40" charge=+2 orbital_gap_ev="7.659 / 8.326" multiplicity=3
V 0.0252 1.0649 0.0791
S -0.7552 0.9897 2.2747
S 1.6797 2.6986 0.8865
O 2.0433 0.8880 -3.1193
O 1.1994 -0.3781 0.3912
O -0.9980 1.4134 -2.6449
O -1.4326 -0.0990 -0.5475
O 0.8264 -0.8855 -2.5874
O -1.1003 2.6729 -0.3517
N -0.5414 -0.7798 4.2073
N 1.8730 -2.4999 -4.2996
N 4.0222 3.7812 0.5391
N 3.3222 2.5687 -1.2611
N -1.9587 4.5805 -1.1575
N -3.0198 -1.3700 -1.4777
N 0.8573 -1.2718 2.5067
C -1.9725 0.4119 -2.8164
C 4.3297 -2.9609 -0.3121
C -1.5456 0.0139 4.9232
C -0.0517 -2.0040 4.8723
C 3.3154 -2.0546 -0.0533
C 3.7588 -4.1670 1.6908
C -1.9454 5.2202 0.1594
C -3.8760 -1.7606 -2.5948
C 4.5495 -4.0211 0.5584
C 1.4507 -1.2059 1.3444
C -1.4451 2.7473 -2.7123
C -1.5104 3.3538 -1.3173
C -2.3954 5.4374 -2.2578
C -2.9726 -0.4209 4.6177
C -2.1435 -0.3877 -1.5318
C 3.0954 3.0147 -0.0368
C 2.7524 -3.2551 1.9586
C 2.3623 -1.1281 -4.4080
C -0.0854 -0.4581 3.0026
C -3.2074 -2.1369 -0.2447
C 1.7388 -0.2651 -3.3199
C -0.6741 -3.2791 4.3207
C 2.5217 -2.1948 1.0857
H -3.8088 -2.8388 -2.7324
H -0.4226 -3.4073 3.2684
H -2.9331 0.8344 -3.1210
H -1.6364 -0.2625 -3.6063
H 2.1362 -3.3536 2.8411
H -1.5756 4.5282 0.9063
H -2.4166 2.8135 -3.2058
H 4.1711 2.8053 -1.7498
H -3.5758 -1.2807 -3.5203
H -0.2920 -1.8993 5.9284
H -4.9126 -1.5021 -2.3785
H -1.6194 6.1624 -2.5047
H -2.6834 -1.6535 0.5725
H 2.6004 -3.1473 -4.0271
H 4.9008 3.9851 0.0923
H 0.8143 -1.8120 -2.9525
H 5.3422 -4.7299 0.3582
H -3.2866 5.9786 -1.9470
H 2.1051 -0.6760 -5.3661
H -2.6412 4.8666 -3.1472
H -4.2722 -2.1856 -0.0212
H -1.4028 1.0642 4.6824
H -3.1760 -0.3480 3.5489
H 2.6617 1.9864 -1.7588
H -1.3010 6.0985 0.1264
H -1.7588 -3.2669 4.4256
H -2.9560 5.5342 0.4166
H 3.9317 -4.9912 2.3695
H -3.6750 0.2248 5.1439
H 3.8795 4.1004 1.4817
H -1.3373 -0.1013 5.9855
H 1.0309 -2.0349 4.7759
H 3.4448 -1.0478 -4.3088
H -3.1501 -1.4455 4.9428
H -0.2942 -4.1389 4.8726
H 3.1379 -1.2200 -0.7185
H -2.8260 -3.1490 -0.3797
H 4.9594 -2.8395 -1.1841
H -0.7266 3.3106 -3.3118
H 1.4716 -2.8344 -5.1641

=====

(2)
70
Properties=species:S:1:pos:R:3 method="wB97M-V/def2-TZVPD" total_energy_ha=-2320.870215 homo_ev="-18.84 / -19.15" charge=+4 orbital_gap_ev="4.306 / 5.932" multiplicity=1
Pb 1.6538 -0.3285 -1.0145
P -0.7080 -3.0590 -0.5887
P -0.5591 2.5490 -1.8379
P 2.3195 0.4772 2.4205
O -0.7357 -1.4183 2.5648
O -0.0786 2.8245 1.6290
N -2.7165 0.1272 -0.2083
C -4.2445 1.9048 2.6312
C -5.0526 -0.3821 2.5923
C -1.8722 3.7095 -1.4019
C 0.8606 3.5683 -2.3794
C 3.6307 -0.7827 2.5946
C 4.0188 -0.1288 -1.1627
C -2.3319 -3.5814 0.0128
C 3.4520 0.7522 -2.1397
C 0.3141 2.0971 0.8235
C 1.5860 0.6725 4.0574
C -4.2722 -0.6485 1.4678
C 2.5573 0.2374 -3.1363
C -3.4611 0.3716 0.9103
C 2.8133 -2.0426 -2.1860
C 2.2361 -1.1596 -3.1600
C -5.0565 0.8961 3.1658
C 3.3055 1.9850 2.1270
C -3.4343 1.6439 1.5288
C 0.0358 -1.2536 1.7128
C 0.4899 -4.2403 0.1241
C -0.6584 -3.5082 -2.3617
C 3.7009 -1.5281 -1.1862
C -1.0537 1.7585 -3.4170
H -2.8012 3.1391 -1.2361
H 1.2143 -0.3098 4.3866
H 0.4858 -4.1409 1.2197
H 4.0697 2.0226 2.9156
H -5.6659 -1.1788 3.0137
H -0.2709 1.0695 -3.7808
H 1.3720 3.9772 -1.4948
H 0.7430 1.3762 3.9630
H 2.3791 1.0639 4.7082
H 0.3699 -3.4965 -2.7584
H -4.2764 -1.6365 0.9999
H 1.5109 -4.0333 -0.2419
H 2.5070 -3.1063 -2.1555
H -2.3540 -4.6753 -0.0732
H -3.1025 -3.0951 -0.6079
H -1.0996 -4.5088 -2.4575
H 2.0553 0.9307 -3.8388
H -2.4273 -3.2435 1.0580
H 4.0744 -2.1946 -0.3824
H 3.6431 1.8423 -2.0765
H 4.6432 0.2843 -0.3464
H -1.2224 2.5544 -4.1555
H 3.1678 -1.7728 2.7198
H -1.9478 4.4078 -2.2455
H -1.5712 4.2126 -0.4684
H -2.7879 -0.7465 -0.7110
H 1.4753 -1.5386 -3.8722
H -1.9746 1.1749 -3.2644
H 3.7842 1.9409 1.1335
H -5.6900 1.1066 4.0282
H 0.4544 4.3837 -2.9940
H 0.1711 -5.2478 -0.1775
H 2.6543 2.8696 2.1654
H -1.2497 -2.7704 -2.9268
H 4.2764 -0.8133 1.7013
H -4.2394 2.9028 3.0697
H -2.7766 2.4153 1.1162
H -2.1425 0.8538 -0.6428
H 4.2163 -0.5123 3.4833
H 1.5937 2.9797 -2.9566

=====

Calculated values (eV) of energy relative to the best compared isomer or geometry (same formula, charge and spin) for the records, taken in order: 0.908, 0.000.